# 1
# C33H75N9O30

15 unconnected molecules or ions with the total composition C33H75N9O30 at a distorted geometry (wB97M-V/def2-TZVPD, the Open Molecules 2025 dataset).

ΔE to the lowest compared entry with this formula, charge and spin: 224.5 kJ/mol
LUMO energy: -0.6 eV
E_tot: -4051.535442 Ha
orbital gap: 9.142 eV
spin multiplicity: 1

Element x y z (Å)
C 3.57 -2.18 -1.17
N 4.91 -2.81 -1.06
O 5.06 -3.65 -0.22
O 5.76 -2.53 -1.92
H 3.58 -1.72 -2.16
H 3.50 -1.36 -0.46
H 2.76 -2.89 -1.01
C -1.29 0.84 -7.48
N -2.20 0.62 -6.32
O -3.39 0.86 -6.52
O -1.69 0.33 -5.29
H -1.54 0.24 -8.36
H -0.24 0.73 -7.20
H -1.38 1.87 -7.85
C -3.13 -3.39 -5.17
N -3.09 -3.68 -3.70
O -3.55 -4.71 -3.31
O -2.41 -2.98 -2.92
H -3.37 -2.33 -5.26
H -3.93 -3.92 -5.70
H -2.18 -3.63 -5.64
C 1.12 2.07 6.90
N 1.23 2.28 5.45
O 1.80 1.44 4.86
O 0.60 3.12 4.91
H 2.00 1.70 7.42
H 0.33 1.33 6.97
H 0.80 3.01 7.36
C -4.49 -0.57 -3.08
N -4.34 0.01 -1.72
O -4.49 1.20 -1.65
O -4.14 -0.79 -0.80
H -5.11 -0.06 -3.82
H -4.80 -1.61 -3.00
H -3.44 -0.53 -3.37
C 2.16 2.41 -1.22
N 3.07 2.76 -0.09
O 3.02 3.92 0.32
O 3.73 1.84 0.38
H 2.47 1.51 -1.73
H 2.31 3.22 -1.93
H 1.10 2.37 -0.97
C -0.41 -3.55 2.89
N -1.54 -2.57 2.81
O -2.69 -2.92 3.07
O -1.29 -1.41 2.48
H -0.74 -4.53 2.56
H -0.11 -3.62 3.93
H 0.43 -3.25 2.25
C 4.78 2.83 3.61
N 4.62 3.70 4.85
O 4.94 3.21 5.92
O 4.23 4.85 4.63
H 4.36 3.32 2.73
H 4.25 1.90 3.80
H 5.82 2.65 3.35
C 0.93 -6.02 -1.36
N 0.60 -5.12 -2.52
O 0.92 -3.93 -2.44
O 0.12 -5.66 -3.54
H 0.39 -5.80 -0.44
H 2.01 -5.90 -1.25
H 0.75 -7.05 -1.67
O 1.51 -1.34 0.99
C 0.92 -0.27 0.82
O 0.27 0.06 -0.27
C -0.03 -0.92 -1.22
C -0.60 -0.24 -2.51
C 1.01 0.83 1.91
H -0.80 -1.60 -0.88
H 0.92 -1.40 -1.45
H -0.90 -1.01 -3.21
H 0.10 0.41 -3.05
H -1.44 0.40 -2.24
H 2.04 1.03 2.19
H 0.57 0.49 2.85
H 0.42 1.72 1.70
O -1.62 -2.48 7.08
C -2.73 -1.93 6.91
O -2.98 -0.74 6.28
C -1.92 0.08 5.94
C -2.34 0.97 4.73
C -4.00 -2.72 7.16
H -0.98 -0.42 5.69
H -1.66 0.76 6.75
H -1.54 1.70 4.57
H -3.28 1.48 4.96
H -2.55 0.36 3.85
H -4.04 -2.79 8.25
H -3.95 -3.77 6.86
H -4.86 -2.20 6.74
O 4.91 -2.87 4.65
C 4.47 -1.82 4.18
O 3.41 -1.14 4.64
C 2.68 -1.55 5.80
C 1.49 -2.44 5.48
C 5.03 -1.20 2.86
H 2.26 -0.68 6.32
H 3.37 -2.01 6.51
H 0.91 -1.94 4.71
H 0.83 -2.47 6.35
H 1.77 -3.46 5.21
H 4.71 -0.17 2.66
H 4.72 -1.81 2.01
H 6.12 -1.29 2.82
O 0.08 4.62 -1.96
C -0.97 5.19 -2.06
O -2.15 4.71 -2.52
C -2.22 3.31 -2.87
C -3.41 3.06 -3.75
C -1.03 6.66 -1.73
H -2.24 2.69 -1.97
H -1.38 2.97 -3.47
H -4.39 3.27 -3.32
H -3.50 2.07 -4.20
H -3.43 3.64 -4.67
H -1.70 6.75 -0.88
H -1.37 7.22 -2.60
H -0.03 7.00 -1.45
O -1.38 -2.47 -7.73
C -0.24 -2.41 -8.11
O 0.81 -2.32 -7.33
C 0.64 -2.36 -5.88
C 2.08 -2.13 -5.28
C 0.13 -2.48 -9.57
H 0.14 -3.23 -5.45
H 0.05 -1.50 -5.57
H 2.36 -1.10 -5.51
H 2.75 -2.83 -5.79
H 2.34 -2.28 -4.23
H 0.68 -3.39 -9.82
H 0.86 -1.69 -9.73
H -0.65 -2.16 -10.27
O -1.59 5.73 2.50
C -0.82 4.90 2.03
O -1.16 3.72 1.52
C -2.51 3.29 1.60
C -2.50 1.85 1.16
C 0.64 5.20 2.12
H -3.22 3.85 0.99
H -2.80 3.21 2.65
H -1.95 1.78 0.22
H -3.51 1.45 1.08
H -1.95 1.22 1.86
H 1.12 5.43 1.17
H 1.21 4.37 2.54
H 0.93 6.13 2.61



# 2
# C33H78BCl2N16O32

14 unconnected molecules or ions with the total composition C33H78BCl2N16O32 at a distorted geometry (wB97M-V/def2-TZVPD, the Open Molecules 2025 dataset).

LUMO energy: -2.3 eV
E_tot: -5531.672950 Ha
net charge: +1
orbital gap: 9.690 eV
spin multiplicity: 1

Element x y z (Å)
C -0.50 -2.54 -1.56
C -1.38 -1.45 -0.92
N -0.88 -0.86 0.31
N 0.01 0.26 0.33
C 1.36 -0.24 0.76
O 1.94 -0.90 -0.33
C 3.08 -1.66 0.08
C 0.24 0.90 -1.01
C -0.77 1.97 -1.36
O -0.74 3.04 -0.45
C -0.34 2.79 0.89
C 1.18 3.19 0.99
C 1.66 3.91 -0.28
C 2.73 4.90 -0.04
O 1.24 5.20 -0.40
C -1.07 3.96 1.66
Cl -0.47 4.23 3.33
C -2.59 4.22 1.75
C -3.35 3.64 2.96
Cl -3.52 4.03 0.25
C -0.57 1.29 1.34
C -0.02 1.12 2.77
C -0.07 -0.27 3.47
C -0.59 -0.15 4.91
C -1.68 -1.17 5.22
O -2.42 -0.77 6.39
C -3.38 0.14 6.13
C -4.63 -0.39 5.49
O -3.26 1.27 6.44
B -2.16 0.84 1.39
N -3.01 0.85 0.19
O -2.68 0.51 2.61
H 0.24 -2.90 -0.86
H -1.14 -3.35 -1.90
H 0.05 -2.13 -2.40
H -2.32 -1.94 -0.65
H -1.66 -0.74 -1.69
H -0.68 -1.54 1.02
H 2.00 0.57 1.10
H 1.24 -0.95 1.57
H 2.77 -2.62 0.49
H 3.65 -1.86 -0.82
H 3.69 -1.10 0.78
H 1.21 1.37 -0.96
H 0.31 0.17 -1.81
H -1.77 1.59 -1.53
H -0.42 2.37 -2.32
H 1.37 3.96 1.73
H 1.86 2.37 1.15
H 1.77 3.34 -1.20
H 3.18 5.45 -0.86
H 2.77 5.52 0.85
H -0.67 4.82 1.14
H -2.64 5.29 1.91
H -3.49 4.40 3.72
H -4.33 3.27 2.65
H -2.83 2.82 3.44
H -0.71 1.72 3.35
H 0.98 1.52 2.89
H -0.68 -1.01 2.96
H 0.94 -0.65 3.53
H -1.04 0.82 5.09
H 0.21 -0.31 5.63
H -2.37 -1.28 4.38
H -1.27 -2.16 5.42
H -5.41 0.35 5.63
H -4.96 -1.33 5.93
H -4.50 -0.53 4.42
H -3.24 -0.11 -0.05
H -3.92 1.25 0.41
H -3.59 0.84 2.71
C 3.96 0.59 -2.59
N 3.97 1.84 -1.79
O 3.79 2.89 -2.38
O 4.14 1.73 -0.59
H 3.78 0.84 -3.63
H 4.92 0.10 -2.45
H 3.16 -0.03 -2.20
C -2.69 -6.50 -0.95
N -2.78 -5.21 -0.20
O -3.15 -4.22 -0.81
O -2.48 -5.22 0.97
H -2.98 -6.33 -1.98
H -1.66 -6.83 -0.88
H -3.36 -7.20 -0.46
C 6.32 4.12 0.34
N 7.40 3.21 -0.15
O 7.84 2.38 0.61
O 7.75 3.35 -1.31
H 6.11 3.86 1.37
H 6.67 5.14 0.25
H 5.46 3.94 -0.30
C 10.31 0.87 -1.83
N 9.79 -0.36 -2.50
O 10.20 -0.62 -3.61
O 8.98 -1.02 -1.88
H 11.01 1.36 -2.50
H 9.45 1.51 -1.62
H 10.79 0.57 -0.90
C 0.41 3.39 6.78
N 1.39 2.29 6.97
O 1.79 1.71 5.98
O 1.73 2.04 8.11
H 0.23 3.46 5.72
H -0.49 3.13 7.33
H 0.86 4.30 7.18
C -5.25 -6.69 -5.53
N -4.53 -6.86 -4.24
O -3.51 -6.22 -4.06
O -5.01 -7.62 -3.43
H -4.70 -5.98 -6.14
H -5.30 -7.67 -6.00
H -6.25 -6.33 -5.30
C 1.92 -3.90 -4.41
N 2.23 -2.47 -4.68
O 2.87 -2.21 -5.68
O 1.84 -1.64 -3.88
H 2.34 -4.49 -5.21
H 2.36 -4.15 -3.45
H 0.84 -3.99 -4.37
C 3.16 -3.36 -8.70
N 2.23 -4.52 -8.74
O 1.88 -5.01 -7.68
O 1.87 -4.92 -9.83
H 3.37 -3.15 -7.66
H 4.05 -3.64 -9.25
H 2.66 -2.53 -9.19
C 6.16 4.76 -4.58
N 6.22 6.03 -3.81
O 5.83 6.01 -2.66
O 6.65 7.00 -4.38
H 5.75 3.99 -3.94
H 5.52 4.94 -5.45
H 7.17 4.53 -4.89
C -7.55 2.23 -0.73
N -6.51 1.26 -0.29
O -6.10 0.44 -1.09
O -6.12 1.34 0.86
H -7.78 2.03 -1.77
H -8.41 2.09 -0.09
H -7.13 3.22 -0.59
C -7.06 -1.20 2.68
N -8.06 -1.05 3.78
O -8.92 -1.88 3.90
O -7.92 -0.06 4.48
H -7.27 -2.10 2.13
H -7.16 -0.31 2.06
H -6.08 -1.23 3.15
C 4.37 -8.03 -3.59
N 4.05 -6.59 -3.74
O 4.48 -6.00 -4.71
O 3.38 -6.07 -2.86
H 4.97 -8.33 -4.44
H 4.91 -8.15 -2.66
H 3.43 -8.57 -3.56
C -7.39 2.72 5.92
N -7.35 4.07 5.29
O -7.00 4.14 4.13
O -7.67 5.01 5.98
H -7.09 2.00 5.18
H -6.71 2.74 6.77
H -8.41 2.54 6.25



# 3
# C33H78Cl2N8O12

11 unconnected molecules or ions with the total composition C33H78Cl2N8O12 at a distorted geometry (wB97M-V/def2-TZVPD, the Open Molecules 2025 dataset).

LUMO energy: 0.0 eV
SMILES: CNC(C)=O.CNC(C)=O.CNC(C)=O.CNC(C)=O.CNC(C)=O.CNC(C)=O.CNC(C)=O.CNC(C)=O.COCCOC.COCCOC.ClCCl
E_tot: -3565.448741 Ha
orbital gap: 8.999 eV
spin multiplicity: 1

Element x y z (Å)
C 1.09 0.14 -3.06
O 1.23 0.23 -1.66
C 0.64 -0.89 -1.00
C 0.90 -0.87 0.53
O 0.09 0.16 1.10
C -0.09 0.01 2.43
H 1.67 -0.59 -3.63
H 1.45 1.07 -3.48
H 0.03 0.02 -3.30
H 1.08 -1.78 -1.46
H -0.44 -0.95 -1.09
H 1.96 -0.65 0.71
H 0.74 -1.87 0.94
H -0.66 0.86 2.82
H 0.85 -0.07 2.97
H -0.71 -0.88 2.58
C 1.01 -0.26 -8.06
O 0.01 -1.25 -8.22
C -0.34 -2.03 -7.04
C 0.83 -2.71 -6.31
O 1.82 -1.86 -5.84
C 3.03 -2.56 -5.54
H 0.97 0.27 -7.10
H 1.04 0.49 -8.85
H 1.93 -0.84 -8.01
H -0.97 -2.87 -7.32
H -0.87 -1.41 -6.31
H 1.29 -3.46 -6.96
H 0.34 -3.30 -5.53
H 2.84 -3.40 -4.87
H 3.76 -1.87 -5.11
H 3.43 -3.03 -6.44
C -1.52 -4.02 0.14
C -0.21 -4.28 -0.53
O 0.79 -4.26 0.15
N -0.28 -4.40 -1.88
C 0.88 -4.65 -2.61
H -2.16 -3.52 -0.59
H -1.36 -3.27 0.91
H -2.09 -4.89 0.47
H -1.17 -4.40 -2.34
H 1.32 -3.66 -2.73
H 0.44 -4.97 -3.56
H 1.54 -5.46 -2.30
C -6.08 -1.53 5.97
C -4.82 -2.04 5.29
O -4.40 -3.21 5.39
N -4.19 -1.18 4.53
C -2.98 -1.61 3.83
H -6.09 -2.09 6.90
H -7.01 -1.82 5.48
H -6.07 -0.46 6.17
H -4.69 -0.34 4.28
H -2.07 -1.30 4.33
H -2.86 -1.13 2.86
H -2.82 -2.67 3.63
C 1.94 3.69 -8.46
C 2.25 4.03 -7.02
O 3.17 4.83 -6.81
N 1.51 3.50 -6.05
C 1.66 3.83 -4.63
H 2.32 4.40 -9.20
H 0.86 3.66 -8.62
H 2.39 2.74 -8.74
H 0.67 2.98 -6.27
H 2.34 3.09 -4.21
H 0.64 3.69 -4.26
H 1.94 4.88 -4.57
C 3.51 -1.35 3.55
C 4.15 0.03 3.61
O 3.68 1.01 3.09
N 5.22 0.04 4.42
C 5.94 1.26 4.80
H 4.29 -2.05 3.83
H 3.30 -1.60 2.51
H 2.58 -1.40 4.11
H 5.54 -0.85 4.78
H 6.98 1.11 5.08
H 5.46 1.66 5.69
H 5.96 2.03 4.01
C 0.18 -3.54 3.87
C 1.23 -4.25 4.63
O 1.12 -4.38 5.86
N 2.29 -4.63 3.91
C 3.50 -5.20 4.51
H 0.17 -3.86 2.83
H 0.33 -2.47 4.02
H -0.81 -3.75 4.28
H 2.09 -4.71 2.92
H 4.30 -4.47 4.58
H 3.81 -6.04 3.88
H 3.44 -5.49 5.56
C -3.25 1.32 0.72
C -3.38 0.00 -0.04
O -2.79 -1.05 0.33
N -4.02 0.09 -1.20
C -4.16 -1.04 -2.06
H -2.25 1.71 0.51
H -3.43 1.04 1.76
H -3.99 2.10 0.58
H -4.31 0.98 -1.59
H -3.72 -0.72 -3.00
H -5.19 -1.22 -2.38
H -3.76 -1.98 -1.69
C -1.05 4.16 2.39
C -2.18 5.19 2.28
O -3.25 4.87 1.81
N -1.85 6.43 2.73
C -2.83 7.50 2.76
H -1.36 3.16 2.70
H -0.40 4.54 3.17
H -0.55 4.20 1.42
H -1.03 6.57 3.30
H -2.78 7.79 3.81
H -3.83 7.18 2.45
H -2.41 8.37 2.26
C 2.18 2.95 0.45
C 1.16 3.49 -0.49
O 1.25 4.66 -0.86
N 0.11 2.74 -0.89
C -1.05 3.38 -1.57
H 2.97 3.68 0.59
H 2.73 2.08 0.07
H 1.79 2.61 1.41
H 0.18 1.76 -0.62
H -1.52 4.22 -1.05
H -1.79 2.63 -1.83
H -0.71 3.78 -2.53
C -2.39 1.15 6.36
Cl -0.77 0.37 6.41
Cl -2.76 1.76 4.71
H -3.16 0.44 6.65
H -2.43 2.00 7.05



Among the records above, which one has the lowest LUMO energy? C33H78BCl2N16O32



Which value of LUMO energy does entry 1 give? -0.6 eV



Which of these has the lowest LUMO energy? C33H78BCl2N16O32



Which of these has the lowest LUMO energy? C33H78BCl2N16O32